Record 1
{"formula": "C2H11NO4", "method": "ωB97M-V with the def2-TZVPD basis set", "symbols": ["O", "O", "O", "O", "N", "C", "C", "H", "H", "H", "H", "H", "H", "H", "H", "H", "H", "H"], "xyz": [[0.42985, -4.12136, -1.80237], [3.95488, -1.65774, -0.79513], [0.31823, 1.91305, 0.40815], [-0.44634, 2.00260, 3.22370], [-1.95730, 1.84095, 0.91925], [-0.81640, 1.55778, 0.13327], [-1.26251, 0.67453, -1.09832], [-2.16578, 0.18395, -1.17810], [-2.81515, 1.40499, 0.62726], [-0.26252, -3.81089, -2.47987], [0.26932, 1.89412, 2.61720], [-0.21148, 1.38438, 3.90370], [3.68035, -0.70299, -0.55659], [1.16545, -4.16085, -2.36038], [-1.88892, 2.29446, 1.76255], [3.67287, -2.10582, -0.02006], [-1.30651, 1.45207, -1.97483], [-0.35805, -0.04323, -1.32944]], "atomic_forces_ev_per_a": [[-3.3, 0.6, -0.4], [-0.1, 3.0, -0.4], [-0.9, -0.2, -0.4], [-0.6, 0.5, 0.8], [1.4, -1.2, -3.5], [-2.6, -1.0, 0.7], [5.2, 2.4, -1.7], [-2.0, -1.1, 0.8], [0.0, 0.1, 0.2], [1.0, -0.5, 1.7], [0.8, 0.1, -1.4], [-0.1, -0.5, 0.8], [0.5, -2.0, -0.8], [2.3, -0.1, -1.1], [0.3, 1.0, 2.2], [-0.5, -1.0, 1.1], [0.3, -1.4, 1.3], [-1.8, 1.3, 0.3]], "relative_energy_kcal_mol": 27.50, "multiplicity": 2, "energy_ha": -438.46722, "total_charge": -1, "e_homo_ev": [1.010, -6.883], "orbital_gap_ev": [2.49, 10.56], "lumo_energy_ha": [0.1286, 0.1351]}


Record 2
{"formula": "C17H45N8O3P2", "method": "ωB97M-V with the def2-TZVPD basis set", "symbols": ["P", "P", "O", "O", "O", "N", "N", "N", "N", "N", "N", "N", "N", "C", "C", "C", "C", "C", "C", "C", "C", "C", "C", "C", "C", "C", "C", "C", "C", "C", "H", "H", "H", "H", "H", "H", "H", "H", "H", "H", "H", "H", "H", "H", "H", "H", "H", "H", "H", "H", "H", "H", "H", "H", "H", "H", "H", "H", "H", "H", "H", "H", "H", "H", "H", "H", "H", "H", "H", "H", "H", "H", "H", "H", "H"], "xyz": [[-1.86646, 2.94685, -0.46164], [1.75054, -1.97196, -2.18449], [-0.75595, -1.77335, 4.68326], [2.72050, -1.76067, -1.01862], [-1.58957, 1.60970, -1.08159], [0.46168, -1.94666, -3.42485], [-2.17756, 4.68238, -0.47913], [2.91935, -2.62635, -3.29559], [1.97534, -0.11366, 4.72271], [1.91122, -1.60616, 3.10540], [-0.63218, 2.99734, 0.72881], [-3.42896, 2.58499, 0.22740], [0.85125, -3.15967, -1.30653], [-2.28006, 5.21614, -1.85391], [-4.29710, 1.91090, -0.73773], [4.05022, -1.71766, -3.48711], [-3.21283, 5.27785, 0.34740], [3.40446, -3.98841, -3.11875], [1.51989, -2.43273, 5.42333], [0.31498, -4.41224, -1.78847], [0.10507, -0.56260, -3.79683], [-3.52241, 1.92264, 1.51893], [0.69966, 3.16223, 0.16897], [1.81506, -1.37541, 4.40815], [-0.04669, -2.59010, -0.31313], [-0.72124, 3.58181, 2.04558], [-0.02539, -2.43832, 5.69901], [2.14824, -0.30045, 2.53190], [0.51638, -2.77486, -4.61590], [2.21044, 0.56325, 3.54937], [-3.09752, 5.01523, 1.39700], [-0.65601, 4.68055, 2.03606], [4.28863, -4.15256, -3.73534], [2.25854, -0.11137, 1.47748], [-0.05687, 0.02685, -2.88741], [0.10814, 3.21309, 2.65713], [4.77284, -1.77736, -2.66652], [-0.82416, -0.53572, -4.36616], [-4.22571, 5.01802, 0.03042], [-0.74231, -2.30001, 3.87765], [-3.20353, 4.89658, -2.35149], [0.89221, -0.07622, -4.38619], [0.90532, 4.20935, -0.09818], [-3.10097, 6.36335, 0.28343], [1.29512, -2.47417, -5.32158], [-2.83739, 1.06810, 1.61283], [4.56041, -1.95474, -4.42209], [0.05678, -5.04347, -0.93443], [0.40544, -1.74047, 0.20681], [-0.98159, -2.23891, -0.77566], [-4.19185, 2.35228, -1.73116], [-0.29708, -3.33281, 0.45210], [3.66741, -4.21734, -2.07847], [2.38139, 1.62293, 3.50425], [-1.43590, 4.86898, -2.45616], [-0.59817, -4.28847, -2.39107], [2.67322, -4.71881, -3.46759], [-3.33414, 2.61778, 2.33829], [-0.45175, -2.68893, -5.11642], [-4.07110, 0.84274, -0.82415], [1.04149, -4.98050, -2.36261], [0.81642, 2.55507, -0.73033], [1.46117, 2.82961, 0.87907], [-4.53820, 1.56049, 1.68167], [-1.62489, 3.28860, 2.57074], [0.65034, -3.82662, -4.37606], [1.92631, 0.26481, 5.65355], [-0.40302, -3.45136, 5.81615], [1.80075, -2.49628, 2.64653], [-0.17087, -1.84301, 6.59576], [-5.34029, 2.02603, -0.43770], [3.70959, -0.68089, -3.55409], [2.06453, -2.20208, 6.33704], [1.87565, -3.39873, 5.06995], [-2.24626, 6.30557, -1.84900]], "atomic_forces_ev_per_a": [[-2.0, -1.4, 5.5], [1.7, -7.1, 0.0], [0.2, 0.1, 0.0], [-1.3, 3.9, -0.4], [1.0, 1.8, -2.7], [-0.5, 3.6, 0.4], [1.0, -0.3, -3.1], [-0.1, -0.2, -0.5], [0.3, 0.1, -0.9], [0.4, 3.4, 0.1], [0.1, -0.8, 0.2], [0.0, 0.1, 0.6], [0.2, -0.8, 1.1], [0.3, -0.1, -0.1], [0.1, 0.1, -0.2], [-0.1, 0.2, 0.1], [-0.4, -0.2, 0.4], [-0.2, -0.2, 0.2], [-0.4, 0.1, -0.2], [-0.3, 0.1, -0.5], [-0.1, 0.1, 0.3], [0.2, 0.0, 0.2], [-0.1, 0.0, -0.4], [-0.3, -2.8, 1.4], [0.1, 0.3, -0.2], [-0.2, 0.6, 0.0], [0.3, 0.3, -0.3], [-0.1, -1.5, -0.3], [0.7, -0.3, -0.2], [-0.1, 1.0, -0.4], [0.0, -0.2, 0.0], [0.0, 0.0, 0.0], [0.0, 0.2, 0.0], [0.0, -0.3, -0.1], [0.0, 0.0, -0.1], [0.1, 0.0, -0.1], [0.0, 0.1, 0.0], [0.0, -0.1, 0.0], [0.0, 0.0, 0.0], [-0.2, -0.1, 0.0], [0.0, 0.1, 0.0], [-0.1, 0.0, -0.1], [0.1, 0.0, 0.1], [0.2, 0.0, -0.1], [0.0, 0.0, 0.0], [0.0, 0.0, 0.0], [-0.1, -0.1, 0.0], [0.0, 0.1, 0.1], [0.1, 0.0, -0.2], [-0.1, 0.0, 0.2], [0.0, 0.0, 0.0], [0.0, -0.1, -0.1], [0.0, 0.0, 0.0], [0.0, 0.0, 0.1], [0.0, 0.0, 0.0], [0.0, 0.0, 0.0], [0.0, 0.0, 0.1], [0.0, 0.0, 0.0], [-0.1, 0.2, 0.2], [0.0, 0.0, -0.1], [0.0, 0.1, -0.1], [-0.1, 0.0, 0.0], [-0.1, 0.0, 0.1], [0.0, 0.0, -0.2], [0.0, 0.1, -0.1], [0.1, 0.0, 0.1], [0.0, 0.0, 0.0], [0.1, -0.1, 0.3], [0.1, 0.0, -0.2], [-0.3, -0.2, 0.1], [0.0, 0.1, 0.1], [0.0, 0.0, 0.0], [0.0, -0.1, 0.1], [0.0, 0.0, -0.1], [0.0, 0.0, 0.1]], "relative_energy_kcal_mol": 0.00, "energy_ha": -2020.85452, "total_charge": 1, "e_homo_ev": -10.023, "orbital_gap_ev": 7.32, "lumo_energy_ha": -0.0995}


Record 3
{"formula": "C5H8O", "method": "ωB97M-V with the def2-TZVPD basis set", "symbols": ["O", "C", "C", "C", "C", "C", "H", "H", "H", "H", "H", "H", "H", "H"], "xyz": [[-1.97825, 0.17179, 0.91660], [-1.34543, -0.85254, 0.09940], [-1.72186, 1.17154, 0.07174], [0.64086, 0.78867, -0.23175], [-0.73861, 0.28098, -0.72674], [1.61243, -0.24244, 0.34856], [2.53853, 0.26245, 0.64144], [-0.82284, 0.22662, -1.81750], [1.87404, -1.04796, -0.34797], [-2.14088, -1.41246, -0.39607], [1.11285, 1.35425, -1.04311], [1.21856, -0.70020, 1.26316], [0.45147, 1.53193, 0.55856], [-0.70086, -1.53264, 0.66369]], "atomic_forces_ev_per_a": [[-0.3, 0.2, -0.1], [0.1, -0.3, 0.0], [0.1, -0.3, 0.1], [0.1, 0.2, 0.1], [0.0, 0.1, 0.0], [0.0, 0.0, 0.0], [-0.1, -0.1, -0.1], [0.1, 0.1, 0.3], [-0.1, 0.2, 0.0], [0.2, 0.0, 0.0], [-0.1, -0.2, 0.1], [0.0, 0.1, -0.2], [0.1, -0.1, -0.2], [-0.1, 0.2, 0.0]], "relative_energy_kcal_mol": 87.22, "energy_ha": -270.41891, "e_homo_ev": -8.643, "orbital_gap_ev": 9.57, "lumo_energy_ha": 0.0340}


Record 4
{"formula": "C43H42ClIN4O4PSc", "method": "ωB97M-V with the def2-TZVPD basis set", "symbols": ["I", "Sc", "Cl", "P", "O", "O", "O", "O", "N", "N", "N", "N", "C", "C", "C", "C", "C", "C", "C", "C", "C", "C", "C", "C", "C", "C", "C", "C", "C", "C", "C", "C", "C", "C", "C", "C", "C", "C", "C", "C", "C", "C", "C", "C", "C", "C", "C", "C", "C", "C", "C", "C", "C", "C", "C", "H", "H", "H", "H", "H", "H", "H", "H", "H", "H", "H", "H", "H", "H", "H", "H", "H", "H", "H", "H", "H", "H", "H", "H", "H", "H", "H", "H", "H", "H", "H", "H", "H", "H", "H", "H", "H", "H", "H", "H", "H", "H"], "xyz": [[5.30321, -1.24127, -0.40263], [0.65083, 0.58383, 0.26880], [4.09137, -2.63090, 4.97066], [0.21273, 0.62718, -2.43954], [0.09082, -1.35507, 0.46634], [-1.82342, 4.35428, -0.68774], [-0.65454, 2.46328, -0.09639], [2.57507, 0.37145, 0.14850], [-4.23199, 1.75173, 2.02285], [1.32889, -3.25066, 0.36583], [-0.14300, -2.88093, 2.12827], [1.08549, 0.68702, 2.34656], [-1.07007, -1.81522, -2.55463], [-2.16665, 3.43501, 3.09211], [1.75270, -4.54154, 0.89699], [-1.13430, -2.07259, 2.81579], [-1.72775, 1.13016, -4.27943], [4.07392, -1.13687, 1.27668], [1.84960, -2.90861, -0.94953], [2.54025, -0.84331, 3.62264], [0.42499, -2.47627, 0.98191], [1.57812, -4.58256, 2.39798], [-1.30339, -3.11048, -2.98282], [4.41599, -1.84320, 2.42122], [-2.69385, 1.84888, -4.94098], [1.50916, 2.21691, -4.35993], [0.23428, 3.72678, 1.73564], [4.04342, 1.29191, -3.69302], [0.57233, -2.95088, -4.47424], [1.76374, -0.59247, 4.78411], [0.16563, -4.16830, 2.73982], [2.93306, 0.81701, -3.01420], [-3.17123, 3.04068, -4.34546], [-0.01695, -1.06903, -3.08643], [-2.03832, 2.88002, 1.82419], [1.65695, 1.26599, -3.35477], [-1.11080, 4.11552, 3.68191], [-0.47815, -3.68360, -3.94511], [-2.70575, 3.44749, -3.13416], [-1.45743, 3.28825, -1.13422], [-0.82215, 3.03853, 1.16984], [-5.48430, 1.54054, 1.32119], [3.65262, -1.70114, 3.56073], [-1.73342, 2.69383, -2.38438], [0.09339, 4.25955, 3.00739], [-3.81775, 0.54171, 2.70089], [3.89052, 2.23299, -4.70353], [0.43374, 0.97593, 3.51760], [2.96307, -0.29236, 1.25609], [0.74684, 0.37430, 4.70645], [2.62542, 2.69812, -5.03095], [-3.20295, 2.22974, 1.11884], [0.80246, -1.64655, -4.04872], [-1.21796, 1.50711, -3.02536], [2.19683, -0.14863, 2.43416], [1.74713, -1.84707, -1.13640], [0.18435, 0.65262, 5.58827], [-3.11566, 3.33321, 3.60246], [5.02914, 0.93765, -3.41899], [4.75912, 2.61083, -5.22753], [2.00987, -1.07881, 5.71543], [-3.67808, -0.29160, 1.98972], [-2.13205, -3.67346, -2.57202], [1.78042, -5.58556, 2.77223], [1.19038, -5.34486, 0.40744], [-1.72055, -1.36749, -1.81134], [-3.91844, 3.63755, -4.85384], [0.52146, 2.58126, -4.61483], [-3.06232, 1.51988, -5.90271], [-5.81539, 2.47226, 0.86364], [2.80372, -4.66719, 0.63406], [-6.24858, 1.21324, 2.02655], [1.32314, -3.45908, -1.73168], [2.90880, -3.15855, -0.97784], [-0.65982, -4.69556, -4.28391], [-3.07970, 4.35570, -2.68373], [-2.83934, 1.41783, 0.45971], [5.28219, -2.48980, 2.43082], [3.06745, 0.11151, -2.20210], [-2.87681, 0.70301, 3.23032], [2.50375, 3.43991, -5.80967], [1.21292, -3.38745, -5.22985], [-1.24142, -1.11552, 2.32533], [2.28138, -3.89475, 2.86744], [-0.55873, -4.92023, 2.40733], [0.05077, -4.05009, 3.81753], [1.61900, -1.07847, -4.47569], [-0.36644, 1.70086, 3.45077], [-5.39800, 0.77687, 0.52933], [-1.23231, 4.54363, 4.66848], [-2.09918, -2.58557, 2.81977], [-4.57370, 0.24459, 3.42862], [0.91879, 4.78916, 3.46381], [-1.32866, 0.23921, -4.75019], [1.15428, 3.83792, 1.17606], [-3.64679, 2.97670, 0.45289], [-0.80733, -1.89751, 3.84047]], "atomic_forces_ev_per_a": [[0.0, 0.0, 0.0], [-0.5, 0.8, 0.1], [0.0, 0.0, 0.0], [0.1, -0.2, 0.0], [-0.1, -0.2, -0.1], [0.0, 0.1, 0.0], [0.3, -0.5, -0.3], [0.0, 0.0, 0.1], [0.0, 0.0, 0.0], [0.0, 0.0, 0.0], [0.0, 0.0, 0.0], [0.0, -0.1, 0.0], [0.0, 0.0, 0.0], [0.0, 0.0, 0.0], [0.0, 0.0, 0.0], [0.0, 0.0, 0.0], [-0.1, 0.0, 0.0], [0.0, 0.1, -0.1], [0.0, 0.0, 0.0], [-0.1, 0.1, 0.1], [0.0, 0.1, 0.0], [0.0, 0.0, 0.0], [0.0, 0.0, 0.0], [0.0, 0.0, 0.0], [0.0, 0.0, 0.0], [0.0, 0.0, 0.0], [0.0, 0.0, 0.0], [0.0, 0.0, 0.0], [0.0, 0.0, 0.0], [0.0, 0.0, 0.0], [0.0, 0.0, 0.0], [0.0, 0.0, 0.0], [0.0, 0.0, 0.0], [0.0, 0.0, 0.0], [-0.1, 0.1, 0.0], [0.0, 0.1, 0.0], [0.0, 0.1, 0.0], [0.0, 0.0, 0.0], [0.0, 0.0, 0.0], [0.1, -0.1, 0.0], [0.0, -0.1, 0.1], [0.0, 0.0, 0.0], [0.0, -0.1, 0.0], [0.0, 0.1, 0.0], [0.0, 0.0, 0.0], [0.0, 0.0, 0.0], [0.0, 0.0, 0.0], [-0.1, 0.0, 0.0], [0.1, -0.1, 0.1], [0.0, -0.1, 0.0], [0.0, 0.0, 0.0], [0.0, 0.0, 0.0], [0.0, 0.0, 0.0], [0.0, 0.0, 0.2], [0.1, -0.1, -0.1], [0.0, 0.0, 0.0], [0.0, 0.0, 0.0], [0.0, 0.0, 0.0], [0.0, 0.0, 0.0], [0.0, 0.0, 0.0], [0.0, 0.0, 0.0], [0.0, 0.0, 0.0], [0.0, 0.0, 0.0], [0.0, 0.0, 0.0], [0.0, 0.0, 0.0], [0.0, 0.0, 0.0], [0.0, 0.0, 0.0], [0.0, 0.0, 0.0], [0.0, 0.0, 0.0], [0.0, 0.0, 0.0], [0.0, 0.0, 0.0], [0.0, 0.0, 0.0], [0.0, 0.0, 0.0], [0.0, 0.0, 0.0], [0.0, 0.0, 0.0], [0.0, 0.0, 0.0], [0.0, 0.0, 0.0], [0.0, 0.0, 0.0], [0.0, 0.0, 0.0], [0.0, 0.0, 0.0], [0.0, 0.0, 0.0], [0.0, 0.0, 0.0], [0.0, 0.1, 0.0], [0.0, 0.0, 0.0], [0.0, 0.0, 0.0], [0.0, 0.0, 0.0], [0.0, 0.0, 0.0], [0.1, -0.1, 0.0], [0.0, 0.0, 0.0], [0.0, 0.0, 0.0], [0.0, 0.0, 0.0], [0.0, 0.0, 0.0], [0.0, 0.0, 0.0], [0.0, 0.0, 0.0], [0.0, 0.0, 0.0], [0.1, 0.0, 0.0], [0.0, 0.0, 0.0]], "relative_energy_kcal_mol": 0.00, "energy_ha": -4043.85346, "e_homo_ev": [-5.416, -5.065], "orbital_gap_ev": [5.64, 5.06], "lumo_energy_ha": [0.0082, 0.0000]}


- Number 3 is which compound?
  C5H8O


- Number 3 is which compound?
  C5H8O